C6H31NO10 | ωB97M-V/def2-TZVPD

Gap between HOMO and LUMO in Ha: 0.3631
SMILES: CCNC(=O)C(C)C.O.O.O.O.O.O.O.O.O
Electronic energy in eV: -28691.232
M in Da: 277.3
ΔE to the lowest compared entry with this formula, charge and spin in kcal per mole: 8.74

Atoms and positions in Å:
C 1.7347 0.6650 1.2848
C 1.3783 0.5887 -0.1928
N 0.0108 0.9962 -0.3721
C -0.4176 1.6864 -1.4723
O 0.2633 1.6986 -2.4859
C -1.7505 2.3596 -1.2829
C -1.7441 3.7657 -1.8748
C -2.9447 1.5709 -1.8739
H 1.1014 -0.0447 1.8109
H 1.4058 1.6555 1.5572
H 2.7849 0.4508 1.4556
H 2.0468 1.2419 -0.7661
H 1.6904 -0.3615 -0.6381
H -0.5874 0.9645 0.4526
H -1.9960 2.4422 -0.2210
H -0.8098 4.2955 -1.6715
H -2.6297 4.2943 -1.5547
H -1.6567 3.7702 -2.9662
H -2.9396 1.7381 -2.9527
H -3.8608 2.0528 -1.5353
H -2.9094 0.4983 -1.6978
O 3.1438 -1.4523 -1.9237
H 3.6553 -2.0901 -2.4251
H 2.8224 -1.9471 -1.1517
O -0.4222 -1.9496 3.0006
H 0.1734 -2.3463 3.6467
H -0.2226 -1.0026 3.0691
O -1.8857 -0.0242 1.6075
H -1.6984 -0.9611 1.4213
H -2.5981 0.1065 0.9656
O -0.3505 -2.3035 0.2248
H -0.9993 -2.8475 -0.2404
H -0.4196 -2.5297 1.1686
O 2.4725 -3.5135 -0.2397
H 1.5237 -3.3431 -0.1759
H 2.6148 -4.4030 -0.5759
O 1.2376 -0.0120 4.5605
H 0.8691 0.8643 4.7581
H 1.9641 0.2789 3.9967
O 0.2917 -3.7409 -1.9008
H 0.3347 -2.7610 -1.8935
H 0.5685 -3.9492 -2.7976
O -0.0929 -1.1300 -2.4856
H 0.4191 -0.3078 -2.5205
H -0.5316 -1.0743 -1.6264
O -0.2730 2.2592 3.1574
H -0.9636 1.5918 3.0591
H 0.1966 2.2592 2.3178

Atom charges from the Löwdin analysis, given in e for atoms 1 to 6: -0.05, -0.23, 0.06, -0.47, 0.07, -0.34